Record 1
Entry from the OMol25 dataset: C8H12N6O in the gas phase in a non-equilibrium geometry (ωB97M-V with the def2-TZVPD basis set).

Values from the calculation:
total charge = 0
strongest force on any atom = 0.132 hartree/bohr
HOMO-LUMO gap = 0.306 Eh
SMILES = CCNc1nc2nonc2nc1NCC
DFT total energy = -715.5902 hartree
LUMO level = -0.01621 hartree

Each line ends with the Löwdin charge.
Element x y z (Å)
C 0.929 -1.174 2.930  -0.15
C 0.921 -1.847 1.638  -0.23
N 0.349 -0.965 0.602  0.04
C 1.002 -0.178 -0.181  -0.27
N 2.258 0.312 0.043  0.19
C 2.658 1.185 -0.927  -0.31
N 3.746 1.897 -1.131  0.09
O 3.706 2.434 -2.315  -0.08
N 2.511 2.145 -2.946  0.16
C 1.797 1.654 -1.938  -0.29
N 0.526 1.134 -2.029  0.20
C 0.065 0.306 -1.185  -0.29
N -1.297 -0.007 -1.289  0.00
C -2.457 0.750 -0.501  -0.19
C -3.625 -0.297 -0.346  -0.12
H 0.124 -0.585 3.273  0.06
H 1.402 -1.909 3.622  0.09
H 1.689 -0.347 2.855  0.09
H 0.420 -2.929 1.747  0.16
H 2.132 -1.636 1.203  0.18
H -0.543 -1.254 0.277  0.11
H -1.653 0.017 -2.317  0.17
H -2.705 1.620 -0.960  0.05
H -2.233 0.970 0.721  0.17
H -4.420 0.175 0.284  0.07
H -3.147 -1.192 0.169  0.09
H -4.154 -0.280 -1.300  0.06

***

Record 2
Entry from the OMol25 dataset: 2 unconnected molecules or ions with the total composition C4H11NO2 in a non-equilibrium geometry (ωB97M-V with the def2-TZVPD basis set).

Values from the calculation:
total charge = 0
strongest force on any atom = 0.103 hartree/bohr
HOMO-LUMO gap = 0.362 Eh
SMILES = CCCNC=O.O
DFT total energy = -364.2062 hartree
LUMO level = 0.01394 hartree

Each line ends with the Löwdin charge.
Element x y z (Å)
C -1.529 1.174 0.422  -0.16
C -0.467 1.528 -0.580  -0.25
C 0.790 0.611 -0.404  -0.19
N 0.637 -0.848 -0.587  0.02
C 1.242 -1.415 -1.664  -0.36
O 1.922 -0.751 -2.429  -0.01
H -2.605 1.583 0.321  0.08
H -1.785 0.106 0.515  0.04
H -1.373 1.584 1.595  0.13
H -0.897 1.365 -1.505  0.08
H -0.140 2.565 -0.481  0.11
H 1.542 1.029 -1.218  0.14
H 1.317 0.860 0.568  0.13
H 0.390 -1.348 0.237  0.06
H 0.784 -2.447 -1.911  0.15
O 0.290 -1.627 2.171  -0.03
H -0.641 -1.814 2.031  0.05
H 0.524 -2.154 2.920  0.04

***

Record 3
Entry from the OMol25 dataset: a molecular structure, C35H35F6HfN7OP2S3Sb (ωB97M-V with the def2-TZVPD basis set).

Values from the calculation:
total charge = +1
strongest force on any atom = 0.007 hartree/bohr
HOMO-LUMO gap = 0.245 Eh
DFT total energy = -4578.3768 hartree
LUMO level = -0.11956 hartree

Each line ends with the Löwdin charge.
Element x y z (Å)
Hf 0.059 -0.448 0.357  1.59
N 0.654 -2.693 -2.329  0.22
C 0.173 -1.550 -2.812  -0.44
N -0.095 -1.520 -4.114  0.20
C -0.587 -0.379 -4.579  -0.43
N -0.954 -0.322 -5.859  0.20
N -0.734 0.755 -3.852  0.21
C -0.426 0.644 -2.591  -0.30
N -0.008 -0.487 -1.970  0.07
C -0.452 1.876 -1.770  -0.25
C -0.596 3.118 -2.357  0.01
C -0.460 4.242 -1.561  -0.06
C -0.221 4.081 -0.207  -0.06
C -0.132 2.803 0.309  -0.14
N -0.215 1.714 -0.463  -0.05
H 0.857 -3.411 -3.004  0.13
H 1.016 -2.762 -1.384  0.07
H -0.824 -1.124 -6.449  0.12
H -1.283 0.548 -6.240  0.12
H -0.796 3.181 -3.415  0.12
H -0.560 5.230 -1.989  0.13
H -0.137 4.929 0.456  0.12
H 0.014 2.637 1.367  0.11
C 2.576 1.586 -1.401  -0.08
N 2.449 0.487 -0.427  -0.29
C 3.232 0.886 0.766  -0.07
C 3.110 -0.688 -1.032  -0.18
C 2.913 -1.908 -0.185  -0.28
C 3.909 -2.877 -0.129  -0.03
C 3.726 -4.012 0.643  -0.06
C 2.549 -4.164 1.364  -0.07
C 1.564 -3.192 1.292  -0.13
C 1.704 -2.031 0.515  -0.24
H 3.633 1.755 -1.632  0.11
H 2.165 2.509 -0.997  0.08
H 2.068 1.332 -2.330  0.08
H 4.264 1.102 0.470  0.10
H 3.231 0.088 1.502  0.08
H 2.799 1.780 1.209  0.09
H 4.177 -0.474 -1.176  0.13
H 2.682 -0.835 -2.028  0.11
H 4.835 -2.734 -0.674  0.12
H 4.505 -4.762 0.700  0.11
H 2.404 -5.035 1.991  0.10
H 0.670 -3.339 1.884  0.08
S -3.592 3.948 -0.311  -0.18
Sb -4.278 2.139 0.760  0.50
S -3.333 0.181 -0.446  -0.06
S -2.326 0.397 1.390  -0.02
F -0.166 -1.280 2.582  -0.28
P 0.608 -0.192 3.631  0.24
F 0.806 0.678 2.036  -0.33
F 0.335 -1.083 4.879  -0.05
F 1.372 0.988 4.324  -0.07
F 1.966 -0.917 3.276  -0.09
F -0.768 0.577 3.746  -0.15
O -1.203 -2.083 0.026  -0.52
P -2.084 -3.336 -0.072  0.89
C -1.182 -4.824 0.365  -0.28
C -1.282 -5.362 1.648  -0.06
C -0.543 -6.485 1.989  -0.05
C 0.285 -7.083 1.051  -0.06
C 0.379 -6.561 -0.232  -0.06
C -0.350 -5.436 -0.574  -0.09
C -3.469 -3.160 1.042  -0.29
C -4.760 -3.508 0.647  -0.06
C -5.812 -3.365 1.537  -0.06
C -5.580 -2.875 2.815  -0.05
C -4.296 -2.524 3.209  -0.05
C -3.239 -2.663 2.325  -0.13
C -2.709 -3.582 -1.733  -0.29
C -3.132 -4.851 -2.134  -0.08
C -3.706 -5.027 -3.382  -0.06
C -3.864 -3.941 -4.234  -0.06
C -3.449 -2.679 -3.838  -0.06
C -2.875 -2.496 -2.589  -0.10
H -1.943 -4.914 2.379  0.11
H -0.626 -6.899 2.985  0.11
H 0.853 -7.965 1.318  0.11
H 1.018 -7.034 -0.966  0.11
H -0.293 -5.042 -1.580  0.09
H -4.950 -3.872 -0.354  0.11
H -6.815 -3.629 1.229  0.11
H -6.405 -2.761 3.505  0.11
H -4.117 -2.130 4.200  0.12
H -2.244 -2.367 2.629  0.08
H -3.016 -5.700 -1.473  0.12
H -4.033 -6.011 -3.689  0.11
H -4.317 -4.082 -5.207  0.11
H -3.579 -1.830 -4.497  0.11
H -2.573 -1.508 -2.271  0.03

***

Record 4
Entry from the OMol25 dataset: 2 unconnected molecules or ions with the total composition C5H12NS (ωB97M-V with the def2-TZVPD basis set).

Values from the calculation:
total charge = +1
strongest force on any atom = 0.016 hartree/bohr
HOMO-LUMO gap = 0.311 Eh
DFT total energy = -650.3819 hartree
LUMO level = -0.18439 hartree

Each line ends with the Löwdin charge.
Element x y z (Å)
C 1.811 0.715 -1.607  0.12
C 1.095 -0.228 -0.992  -0.11
C -1.482 -1.523 0.006  -0.09
C -0.284 -1.197 0.896  -0.18
C 0.670 -0.181 0.389  -0.34
N 1.257 0.603 1.249  0.24
S -1.472 1.755 -0.266  0.63
H 2.113 0.597 -2.633  0.09
H 2.096 1.644 -1.139  0.08
H 0.791 -1.107 -1.544  0.12
H -2.169 -0.684 -0.033  0.03
H -2.015 -2.378 0.415  0.09
H -1.186 -1.770 -1.011  0.08
H 0.309 -2.115 1.004  0.15
H -0.634 -0.923 1.893  0.13
H 1.983 1.252 0.968  0.14
H -1.175 3.040 -0.055  -0.17
H 0.988 0.600 2.227  0.16
H -2.695 1.899 0.234  -0.17

***

Record 5
Entry from the OMol25 dataset: a molecular structure, C41H34F2I2MnN2O4P2 (ωB97M-V with the def2-TZVPD basis set).

Values from the calculation:
total charge = 0
strongest force on any atom = 0.002 hartree/bohr
HOMO-LUMO gap (alpha / beta) = 0.269 / 0.255 Eh
⟨S²⟩ = 1.23
DFT total energy = -4622.1922 hartree
LUMO level (alpha / beta) = 0.01154 / 0.01191 hartree
multiplicity = 2

Each line ends with the Löwdin charge.
Element x y z (Å)
Mn -0.924 -0.547 0.746  0.63
O -2.274 2.776 -1.885  -0.31
P -0.990 3.032 -2.581  0.71
C 0.201 1.662 -2.559  -0.29
P -0.589 0.036 -2.500  0.78
O -1.276 -0.190 -1.196  -0.35
C -1.754 -0.063 -3.859  -0.29
C -3.108 -0.190 -3.576  -0.05
C -4.022 -0.231 -4.621  -0.07
C -3.581 -0.147 -5.934  -0.08
C -2.225 -0.024 -6.215  -0.08
C -1.311 0.017 -5.178  -0.08
C 0.715 -1.146 -2.851  -0.26
C 2.050 -0.882 -2.560  -0.08
C 3.012 -1.855 -2.789  -0.10
C 2.642 -3.094 -3.289  -0.07
C 1.308 -3.369 -3.559  -0.06
C 0.345 -2.399 -3.342  -0.06
C -0.077 4.432 -1.893  -0.27
C 1.287 4.416 -1.623  -0.08
C 1.898 5.527 -1.055  -0.08
C 1.149 6.654 -0.755  -0.08
C -0.215 6.675 -1.022  -0.08
C -0.825 5.568 -1.587  -0.08
C -1.246 3.407 -4.330  -0.28
C -2.542 3.325 -4.824  -0.07
C -2.786 3.573 -6.168  -0.08
C -1.737 3.898 -7.015  -0.08
C -0.440 3.985 -6.523  -0.08
C -0.196 3.744 -5.181  -0.08
H 0.788 1.711 -1.633  0.04
H 0.875 1.736 -3.415  0.08
H -3.429 -0.256 -2.544  0.12
H -5.078 -0.334 -4.408  0.11
H -4.297 -0.182 -6.746  0.10
H -1.885 0.043 -7.240  0.11
H -0.251 0.105 -5.395  0.12
H 2.349 0.071 -2.140  0.10
H 4.048 -1.646 -2.561  0.09
H 3.395 -3.852 -3.459  0.11
H 1.018 -4.342 -3.934  0.11
H -0.697 -2.614 -3.545  0.12
H 1.884 3.536 -1.828  0.10
H 2.960 5.506 -0.844  0.11
H 1.627 7.519 -0.311  0.10
H -0.801 7.554 -0.786  0.11
H -1.892 5.571 -1.778  0.11
H -3.343 3.054 -4.148  0.11
H -3.795 3.503 -6.554  0.11
H -1.928 4.088 -8.064  0.10
H 0.376 4.247 -7.184  0.10
H 0.815 3.829 -4.795  0.11
I 4.195 -1.756 0.899  0.95
C 2.740 -1.688 2.382  -0.64
C 3.089 -2.005 3.706  -0.23
C 2.166 -1.966 4.714  -0.68
I 2.779 -2.455 6.651  0.90
C 0.825 -1.593 4.441  -0.21
C -0.216 -1.504 5.395  -0.04
C -1.466 -1.128 4.998  -0.04
C -1.706 -0.830 3.646  -0.10
N -0.762 -0.893 2.735  0.03
C 0.492 -1.278 3.109  -0.12
C 1.447 -1.329 2.035  -0.42
O 1.048 -1.015 0.839  -0.19
H 4.111 -2.284 3.921  0.07
H -0.011 -1.740 6.430  0.06
H -2.280 -1.061 5.707  0.11
H -2.693 -0.554 3.298  0.12
O 1.912 1.414 0.119  -0.11
C 1.537 2.029 1.334  -0.17
C 0.099 2.496 1.340  -0.22
C -0.210 3.817 1.623  -0.02
C -1.534 4.224 1.640  -0.05
C -2.517 3.302 1.339  -0.05
C -2.128 2.008 1.043  -0.12
N -0.859 1.596 1.067  0.07
H 1.746 0.448 0.234  0.03
H 2.183 2.894 1.489  0.12
H 1.696 1.345 2.175  0.13
H 0.590 4.519 1.817  0.11
H -1.788 5.253 1.861  0.11
H -3.562 3.571 1.299  0.11
H -2.870 1.267 0.758  0.12
F -2.175 -2.809 -0.613  -0.09
C -1.924 -2.304 0.665  -0.34
F -3.227 -1.987 1.166  -0.12
H -1.624 -3.184 1.249  0.09